Record 1
ORCA calculation (ωB97M-V/def2-TZVPD) on C8H10O5Sm as an isolated structure.

* ΔE to the lowest compared entry with this formula, charge and spin: 0.00 kcal per mole
* multiplicity: 6
* expectation value of S²: 8.758
* gap between HOMO and LUMO (spin up / spin down): 7.2 / 7.7 eV
* LUMO (spin up / spin down): -14.855 / -14.283 eV
* net charge: +3

Last column: natural (NBO) charge in e.
Geometry (Å):
H: -0.867 1.295 -3.295  0.292
O: 0.090 -3.695 -0.529  -0.233
C: 0.270 0.268 2.403  -0.079
C: 0.047 2.551 -0.676  0.450
O: 3.710 0.007 -0.744  -0.218
C: 0.094 -2.571 -0.775  0.457
H: 0.367 0.701 4.449  0.281
Sm: 0.007 -0.015 -0.942  1.636
C: 0.067 -0.687 -3.246  -0.472
O: -3.691 0.031 -0.860  -0.222
C: -0.276 0.089 3.807  -0.657
C: 0.065 0.699 -3.254  -0.430
H: 1.339 0.017 2.356  0.198
C: 2.559 0.006 -0.802  0.447
O: 0.060 3.690 -0.510  -0.222
H: -0.233 -0.942 4.174  0.250
H: -0.864 -1.285 -3.270  0.293
O: -0.429 -0.548 1.427  -0.802
H: 0.995 1.296 -3.294  0.293
H: -0.636 -1.427 1.821  0.548
H: 0.168 1.309 2.063  0.188
H: 1.000 -1.280 -3.272  0.295
H: -1.299 0.459 3.911  0.252
C: -2.546 0.032 -0.945  0.452

---

Record 2
ORCA calculation (ωB97M-V/def2-TZVPD) on C73H62AsF14N7OPRhS as an isolated structure.

* gap between HOMO and LUMO (spin up / spin down): 5.2 / 5.2 eV
* LUMO (spin up / spin down): -6.093 / -6.084 eV
* net charge: +2

Last column: Löwdin charge in e.
Geometry (Å):
H: -0.387 -3.219 1.251  0.057
C: 4.430 0.281 2.703  -0.059
C: 5.134 -3.045 -5.776  -0.029
C: 0.954 -3.358 -3.096  -0.041
H: 4.245 -0.397 -0.608  0.103
H: 5.209 2.020 -0.102  0.114
C: 2.641 -3.640 0.735  -0.489
Rh: 0.583 -0.269 0.328  0.534
N: 0.427 -1.086 4.203  0.017
C: 3.371 1.127 -3.714  -0.054
H: -0.732 -2.671 4.879  0.127
H: 0.835 -3.204 -2.027  0.052
H: 5.890 3.663 -1.797  0.139
F: 7.535 -3.087 1.614  0.144
As: 0.866 0.038 -2.370  1.378
H: -4.400 -0.883 -3.696  0.111
H: -2.507 -4.396 1.799  0.119
F: 4.312 -7.175 -0.672  0.156
F: 5.338 6.016 -2.817  0.160
H: 0.921 1.088 3.325  0.067
H: -1.566 4.606 1.567  0.125
C: -3.562 -1.185 1.722  -0.056
C: 5.740 -1.162 0.716  0.013
H: -1.853 4.159 -3.350  0.126
H: 5.923 -0.500 4.034  0.127
C: 3.038 -6.044 0.944  -0.145
C: 2.719 4.496 3.402  0.025
H: 2.932 -4.126 -4.601  0.124
C: -1.303 -2.660 1.392  -0.197
H: -3.442 -4.338 -1.366  0.112
O: -12.161 0.965 2.902  -0.059
H: 2.425 1.653 -3.583  0.039
H: -2.073 1.680 -1.438  0.098
H: -1.574 4.276 -7.096  0.082
H: -5.077 -3.061 -2.722  0.109
C: -2.164 0.834 1.425  -0.134
H: 0.404 -4.946 5.575  0.176
H: -2.178 0.023 -3.264  0.088
C: 2.912 3.634 2.332  -0.034
C: -8.865 -0.541 2.416  -0.011
N: 1.323 -4.579 5.328  0.201
S: 1.930 -2.203 1.408  0.726
C: -6.645 0.480 2.159  -0.239
H: 1.536 -4.871 4.367  0.128
H: -6.067 2.517 2.024  0.151
C: -0.815 2.324 -3.050  -0.297
C: -1.080 3.401 -5.204  -0.245
P: 2.460 1.217 0.900  1.033
H: 1.795 4.683 -2.497  0.130
C: -8.706 1.853 2.498  -0.023
N: -0.314 -1.067 -1.614  -0.246
H: -10.815 -1.376 2.625  0.109
C: 6.203 -1.188 2.027  -0.102
H: -12.751 -0.820 3.795  0.099
C: -2.496 -3.319 1.702  -0.033
C: -3.275 1.683 1.649  -0.057
C: 4.622 -0.411 0.408  -0.129
C: -10.850 0.778 2.721  -0.278
F: 2.840 -7.166 1.629  0.134
H: 5.096 -4.126 -5.658  0.082
H: 3.889 1.587 -4.554  0.101
H: 1.170 -2.774 6.429  0.134
C: -3.719 -1.431 -3.057  -0.068
H: 0.632 2.594 5.266  0.131
C: -10.232 -0.466 2.591  0.001
F: 8.550 -1.247 2.136  0.160
C: -4.688 -0.325 1.872  -0.171
C: 2.151 3.129 -1.058  -0.102
H: 0.247 3.009 1.098  0.085
C: 1.451 2.032 3.364  -0.112
H: -0.919 5.413 -5.917  0.091
C: 3.101 2.363 -0.381  -0.365
H: -0.010 -3.179 -3.572  0.088
H: -4.603 -3.025 2.067  0.130
C: 3.417 -3.686 -0.423  -0.234
C: -10.066 1.938 2.673  0.014
H: -1.220 -3.407 -0.911  0.095
C: -8.078 0.608 2.362  -0.164
N: -0.930 1.334 1.222  0.058
C: 3.008 -3.061 -4.420  -0.007
C: -1.188 2.303 -1.599  -0.093
H: 3.205 5.462 3.416  0.131
C: 3.194 -0.351 -3.941  -0.305
H: -3.875 3.742 1.903  0.125
H: 1.215 -4.401 -3.273  0.088
C: -1.570 4.546 -6.042  -0.031
F: 4.783 4.640 -4.393  0.150
H: 1.680 0.207 -6.027  0.090
C: -1.295 3.363 -3.832  -0.005
C: -1.551 -1.563 -1.950  -0.377
C: 5.554 -0.470 3.018  0.009
H: -1.420 3.305 -1.238  0.090
N: -1.210 -1.353 1.266  0.043
C: 3.884 4.255 -2.256  -0.105
N: -5.795 1.550 2.013  0.191
H: 0.337 -3.011 3.500  0.049
H: -0.303 2.296 -6.855  0.127
H: 1.243 -0.928 3.621  0.002
C: -4.533 1.051 1.827  -0.125
F: 3.338 6.077 -3.654  0.148
C: -3.186 -3.353 -1.737  -0.074
H: -14.015 0.223 3.110  0.098
C: -2.311 -0.598 1.455  -0.131
C: 2.273 2.399 2.298  -0.365
H: 1.098 2.997 -0.837  0.065
C: 3.964 -4.860 -0.909  -0.133
H: 0.461 -0.858 -5.323  0.070
F: 1.882 4.455 6.779  0.153
C: -3.051 3.068 1.705  0.031
C: -13.015 -0.170 2.958  -0.057
C: -0.088 1.278 -3.643  -0.250
C: -2.470 -0.903 -2.799  -0.021
H: 4.999 -0.434 -5.073  0.131
C: -4.100 -2.650 -2.512  -0.067
H: 3.980 1.285 -2.826  0.070
H: -8.137 2.775 2.482  0.106
C: 4.163 -1.004 -4.684  -0.004
F: 7.460 -2.349 3.650  0.140
C: 0.057 1.245 -5.038  -0.252
C: 4.840 3.508 -1.585  0.009
C: 7.442 -1.973 2.360  -0.584
C: 0.264 -2.497 4.461  -0.295
N: -5.988 -0.658 2.080  0.194
F: 0.340 5.431 5.614  0.146
F: 2.381 6.161 5.536  0.157
H: 0.106 0.044 -6.792  0.091
F: 3.644 -2.555 -1.086  0.084
H: 4.982 -2.809 -6.831  0.094
H: 2.320 -2.742 5.075  0.133
H: -12.981 -0.732 2.023  0.099
C: 2.534 4.080 -1.988  0.017
H: -0.388 1.885 -0.994  -0.024
F: 1.766 -4.903 2.546  0.011
C: 2.497 -4.858 1.394  -0.213
C: 4.087 -2.365 -4.944  -0.241
H: 0.497 -0.540 5.053  0.082
C: -1.944 -2.823 -1.459  -0.070
H: -8.379 -1.502 2.319  0.114
C: 4.335 5.260 -3.283  -0.583
H: 3.564 3.941 1.526  0.112
C: 1.335 -3.079 5.397  -0.126
C: -3.642 -2.578 1.847  0.034
H: 3.930 0.845 3.480  0.105
C: 4.452 2.568 -0.645  -0.072
H: -2.578 4.842 -5.752  0.086
C: -0.753 2.641 1.267  -0.168
H: 6.245 -1.737 -0.050  0.135
H: 6.128 -2.692 -5.504  0.087
H: -10.564 2.893 2.780  0.127
C: 0.614 0.089 -5.829  -0.026
C: -1.781 3.549 1.519  -0.019
C: 1.636 5.054 5.601  -0.585
C: -0.430 2.321 -5.779  0.003
C: 2.106 -1.073 -3.425  -0.274
F: 4.681 -4.854 -2.026  0.142
H: 2.014 -5.000 5.948  0.177
C: 1.271 2.880 4.440  0.008
C: 1.898 4.118 4.451  -0.102
C: 3.782 -6.050 -0.222  -0.133
C: 2.024 -2.459 -3.645  -0.270
C: 3.965 0.320 1.396  -0.402

---

Record 3
ORCA calculation (ωB97M-V/def2-TZVPD) on C35H33AsIrNO5S as an isolated structure.

* ΔE to the lowest compared entry with this formula, charge and spin: 63.53 kcal per mole
* multiplicity: 6
* expectation value of S²: 8.782
* gap between HOMO and LUMO (spin up / spin down): 5.6 / 5.8 eV
* LUMO (spin up / spin down): -4.201 / -5.532 eV
* net charge: +1

Last column: Mulliken spin population.
Geometry (Å):
H: -5.225 0.488 -1.003  0.000
C: 3.125 2.957 -0.198  0.074
H: 4.927 -1.204 -0.113  0.000
H: -6.077 4.336 0.659  0.000
H: -1.264 -3.800 0.915  0.001
C: -4.898 1.375 -0.475  0.000
C: -0.379 -3.322 1.320  0.051
H: 0.917 -2.176 4.221  -0.009
C: -1.542 -3.198 3.556  -0.008
H: 4.205 2.474 2.973  0.004
O: 2.227 1.006 2.728  0.020
C: 0.677 1.447 -3.687  0.002
H: 4.323 -3.308 -1.302  0.001
C: 4.074 3.887 -0.579  -0.069
C: -4.059 3.654 0.893  -0.005
H: -2.118 2.538 -2.118  0.000
C: 1.906 -2.094 2.311  0.093
C: -5.795 2.403 -0.218  0.000
H: 0.654 -3.399 -0.541  -0.003
H: 2.353 2.640 -0.884  0.027
O: -1.662 -0.327 1.123  -0.028
C: -3.946 -2.194 -0.182  -0.001
C: 3.514 -3.502 -0.598  0.005
C: 2.181 1.464 1.565  0.016
H: -6.821 2.317 -0.549  0.000
Ir: 0.178 -0.209 2.173  1.494
O: 4.836 5.292 -2.243  0.769
C: -1.271 1.906 -2.355  0.000
H: 3.899 -4.158 0.185  -0.001
H: -0.561 3.182 -3.922  0.001
C: 3.186 2.455 1.095  -0.063
O: 1.259 1.078 0.763  0.090
H: 0.199 -1.004 -1.403  -0.003
H: 2.797 -1.656 2.737  0.002
H: 2.619 -1.564 -0.803  0.003
H: -5.178 -3.933 0.023  0.000
S: -0.650 0.719 3.933  1.193
C: 0.036 -0.088 -1.957  -0.005
H: -1.250 -3.241 4.604  0.001
H: -3.738 4.539 1.426  0.000
C: 5.123 3.809 1.558  -0.031
C: -3.698 -2.928 -2.857  0.000
C: -3.186 -1.424 -1.061  0.000
C: 0.706 -3.082 0.494  0.001
N: 4.015 4.444 -1.936  0.386
C: 5.074 4.324 0.273  0.079
H: 3.871 -0.490 1.100  0.001
O: 3.145 4.028 -2.687  0.750
C: -0.398 2.266 -3.372  0.003
H: -3.604 -3.216 -3.895  0.000
C: -0.357 -2.961 2.666  0.022
H: 1.348 1.723 -4.488  0.001
C: 0.818 -2.359 3.159  0.014
C: 0.901 0.276 -2.975  -0.006
H: -2.266 -2.388 3.440  -0.001
C: 4.182 2.880 1.971  0.062
H: 1.745 -0.353 -3.225  -0.001
H: -4.954 -4.586 -2.349  0.000
H: -4.036 -1.906 0.859  0.000
C: 4.178 -1.432 0.645  -0.003
H: 5.788 5.055 -0.076  0.008
C: 3.016 -2.185 0.007  -0.011
C: -3.584 1.498 -0.042  -0.015
H: 4.665 -2.038 1.413  -0.001
C: -4.455 -3.697 -1.986  0.000
C: -3.156 2.634 0.643  0.009
C: 1.859 -2.441 0.953  0.056
C: -5.375 3.536 0.462  0.001
As: -2.316 0.122 -0.370  0.005
H: 5.895 4.140 2.239  0.000
H: 2.730 -4.039 -1.132  0.000
C: -3.058 -1.785 -2.397  -0.001
H: -2.041 -4.130 3.295  0.001
C: -4.582 -3.332 -0.650  0.001
C: -1.052 0.723 -1.656  0.003
H: -2.130 2.719 0.983  0.016
H: -2.466 -1.183 -3.076  0.000

---

Record 4
ORCA calculation (ωB97M-V/def2-TZVPD) on C12H14N3O6SeV as an isolated structure.

* ΔE to the lowest compared entry with this formula, charge and spin: 0.00 kcal per mole
* gap between HOMO and LUMO: 5.7 eV
* LUMO: -9.671 eV
* net charge: +2

Last column: natural (NBO) charge in e.
Geometry (Å):
N: 1.348 1.852 3.081  -0.271
H: -4.415 -0.935 -3.776  0.256
C: -3.584 -0.606 -3.169  -0.162
C: -2.173 1.179 -2.373  -0.231
H: -3.800 1.456 -3.731  0.257
H: 0.907 3.816 2.546  0.260
C: -1.788 -1.133 -1.647  -0.171
H: -3.166 -2.573 -2.482  0.227
C: 0.839 2.826 2.106  -0.445
O: 2.616 0.762 -3.366  -0.842
O: 1.310 0.150 1.580  -0.607
O: 4.624 0.137 -1.467  -0.829
H: 2.390 3.099 4.399  0.247
O: 2.223 1.301 -0.732  -0.738
C: -0.267 -3.909 0.112  -0.008
H: 1.935 -0.070 3.500  0.219
H: -0.204 2.608 1.874  0.237
C: -1.009 -2.051 -0.844  0.428
C: -3.238 0.743 -3.143  -0.133
H: 1.447 2.801 1.203  0.241
Se: 3.148 0.346 -1.949  2.682
H: 1.967 1.502 5.063  0.237
H: 1.439 -2.908 1.075  0.251
H: 0.706 2.742 4.859  0.245
H: -2.004 -3.873 -1.108  0.454
C: 0.555 -2.894 0.463  -0.070
N: 0.079 -1.735 -0.119  -0.454
O: 2.067 -0.929 -1.315  -0.757
C: 1.548 0.622 2.757  0.560
V: 1.029 0.075 -0.226  1.491
H: -0.261 -4.953 0.370  0.268
C: -2.873 -1.533 -2.430  -0.141
N: -1.241 -3.361 -0.692  -0.465
O: -0.423 0.665 -0.874  -0.429
C: 1.624 2.328 4.446  -0.412
H: -1.878 2.218 -2.342  0.258
C: -1.473 0.230 -1.650  0.350

---

Number 1: E_tot -1343.75106 a.u.. Number 2: E_tot -7761.10966 a.u.. Number 3: E_tot -4522.28394 a.u.. Number 4: E_tot -4426.18426 a.u..